Record 1
46
Properties=species:S:1:pos:R:3:forces:R:3:mulliken_charge:R:1 method="wB97M-V/def2-TZVPD" relative_energy_kcal_mol=4.6 multiplicity=2 fmax_ev_per_a=1.0 total_charge=0 s2=0.762
Ru -0.420 0.310 0.717 0.4 0.6 -0.7 0.639
C 4.398 -1.491 1.387 0.0 0.0 0.0 -1.366
C 3.100 -1.055 2.006 0.0 0.1 0.0 0.666
C 2.967 0.242 2.535 0.0 -0.1 0.0 -0.357
C 1.772 0.676 3.056 0.2 -0.3 0.0 -0.792
C 0.660 -0.184 3.055 -0.3 0.2 0.2 -0.814
C 0.774 -1.472 2.549 0.3 0.0 -0.4 -0.474
C 2.004 -1.894 2.023 -0.1 0.0 0.1 -0.339
H 4.423 -1.215 0.330 0.0 0.0 0.0 0.205
H 4.524 -2.572 1.451 0.0 0.0 0.0 0.383
H 5.250 -1.014 1.872 0.0 0.0 0.0 0.384
H 3.822 0.909 2.523 0.0 0.0 0.0 0.368
H 1.692 1.673 3.467 -0.1 0.0 0.0 0.667
H -0.252 0.112 3.557 0.0 0.0 0.0 0.680
H -0.055 -2.166 2.595 -0.1 0.1 0.0 0.439
H 2.096 -2.898 1.624 0.0 0.0 0.0 0.376
S -1.248 -1.445 -0.564 -0.2 0.0 0.6 -0.515
C -2.979 -1.225 -0.352 0.1 0.0 0.0 0.578
C -3.874 -1.919 -1.174 -0.1 0.0 0.0 -0.694
C -5.237 -1.799 -0.994 0.0 0.0 0.0 -0.509
C -5.739 -0.979 0.018 0.0 0.0 0.0 -0.532
C -4.869 -0.286 0.834 -0.1 0.0 0.0 -0.711
C -3.486 -0.395 0.659 0.3 0.0 0.0 0.566
S -2.401 0.490 1.721 -0.1 -0.3 0.0 -0.367
H -3.482 -2.561 -1.953 0.0 0.0 0.0 0.373
H -5.913 -2.344 -1.640 0.0 0.0 0.0 0.354
H -6.807 -0.880 0.163 0.0 0.0 0.0 0.350
H -5.248 0.359 1.617 0.0 0.0 0.0 0.411
C -0.315 5.379 0.025 0.0 0.0 0.0 -0.731
O -0.799 4.242 -0.704 -0.1 0.0 -0.1 -0.275
C -0.604 3.051 -0.182 0.1 -0.3 -0.1 0.543
S 0.206 2.742 1.254 -0.1 -0.3 0.1 -0.358
S -1.162 1.678 -1.019 0.0 0.1 0.1 -0.253
H -0.561 6.240 -0.588 0.0 0.0 0.0 0.239
H 0.762 5.301 0.168 0.0 0.0 0.0 0.338
H -0.810 5.441 0.993 0.0 0.0 0.0 0.344
N 0.715 -1.253 -3.472 0.0 0.0 0.0 -0.280
C 2.010 -0.917 -3.510 0.1 0.0 0.0 0.580
N 2.678 -1.071 -4.672 0.0 0.0 0.0 -0.388
N 2.700 -0.437 -2.489 -0.1 0.0 0.1 -0.763
C 2.000 -0.209 -1.403 0.0 0.0 -0.1 0.602
N 1.368 -0.018 -0.457 -0.1 0.2 0.4 -0.247
H 0.226 -1.524 -4.305 0.0 0.0 0.0 0.196
H 0.161 -1.142 -2.626 0.0 0.0 0.0 0.029
H 2.289 -1.592 -5.435 0.0 0.0 0.0 0.201
H 3.665 -0.892 -4.658 0.0 0.0 0.0 0.254

Record 2
19
Properties=species:S:1:pos:R:3:forces:R:3:mulliken_charge:R:1 method="wB97M-V/def2-TZVPD" relative_energy_kcal_mol=20.0 multiplicity=1 fmax_ev_per_a=4.0 total_charge=0
C -1.786 -1.122 0.680 -0.2 0.4 0.3 -1.345
C -0.584 -0.713 -1.464 -0.9 3.2 -2.1 -0.749
C -0.573 -0.658 0.004 2.5 0.9 -0.7 0.515
N 0.501 -0.237 0.641 -0.9 -1.7 1.1 -0.091
O 2.031 0.468 -1.476 -0.2 0.4 0.3 -0.622
O 2.685 1.056 0.957 -1.0 1.2 -0.3 -0.470
P 2.139 -0.012 -0.092 1.8 -2.4 0.2 0.581
S 2.949 -1.782 0.344 -0.4 0.8 -0.1 -0.491
S -1.594 2.210 -0.031 -0.5 1.2 0.4 -0.150
Cl 0.379 2.657 -0.253 -0.8 0.6 0.1 -0.023
H -1.807 -2.213 0.587 -0.4 0.1 -0.1 0.401
H -1.537 -0.879 1.702 -1.1 0.0 0.7 0.383
H -2.721 -0.607 0.251 1.5 -0.9 0.8 0.301
H -1.147 0.363 -1.803 1.1 -2.9 0.8 0.217
H 0.382 -0.630 -2.081 -1.4 -0.6 1.4 0.386
H -1.271 -1.534 -1.674 0.2 0.2 -0.7 0.349
H 0.643 -0.573 1.656 -0.7 1.1 -1.7 0.266
H -2.132 3.359 0.565 0.9 -0.9 -0.5 0.196
H 3.443 0.845 1.487 0.5 -0.7 0.1 0.345

Record 3
18
Properties=species:S:1:pos:R:3:forces:R:3:mulliken_charge:R:1 method="wB97M-V/def2-TZVPD" relative_energy_kcal_mol=0.0 multiplicity=1 fmax_ev_per_a=4.1 total_charge=+2 smiles="CC1=[N+](C)C(=S)N=[N+]1C"
C -1.016 -0.307 -0.419 -1.4 -1.4 1.2 -1.169
C 0.329 0.097 -0.120 0.9 -0.7 0.3 0.523
N 1.421 -0.687 -0.079 -1.5 3.8 0.1 0.164
C 1.502 -2.089 -0.284 -1.5 -1.5 -3.2 -0.867
C 2.478 0.228 0.135 2.4 -1.7 -0.8 0.260
S 4.104 0.020 -0.018 -1.0 -0.2 0.3 0.223
N 2.006 1.466 0.267 -1.0 2.2 0.7 -0.489
N 0.731 1.445 0.172 1.8 -2.6 -0.5 0.714
C -0.069 2.598 0.411 -3.7 0.0 -0.1 -0.678
H -1.713 -0.082 0.478 1.0 -0.7 -1.2 0.384
H -1.062 -1.369 -0.797 -0.1 1.0 0.9 0.362
H -1.439 0.269 -1.202 -0.3 1.0 -1.0 0.405
H 2.274 -2.500 0.276 1.8 -0.6 0.6 0.373
H 1.512 -2.387 -1.422 0.4 0.8 2.2 0.372
H 0.613 -2.545 0.097 -0.7 -0.2 0.3 0.392
H 0.535 3.360 0.827 0.7 0.7 0.3 0.346
H -0.893 2.307 1.174 1.3 0.5 -1.2 0.346
H -0.601 2.938 -0.536 0.8 -0.4 1.1 0.338

Record 4
111
Properties=species:S:1:pos:R:3:forces:R:3:mulliken_charge:R:1 method="wB97M-V/def2-TZVPD" multiplicity=1 fmax_ev_per_a=1.6 total_charge=+1 e_tot_ha=-2138.88024
Li 16.918 10.356 14.173 0.4 0.0 1.1 0.792
Li 14.183 11.811 13.936 -0.8 0.3 1.4 0.836
O 15.378 10.796 17.793 1.1 0.0 -0.7 0.761
C 15.631 10.945 16.476 -0.3 -0.4 0.0 -0.118
O 16.743 10.488 16.054 -0.5 0.3 -0.8 -0.587
O 14.712 11.459 15.795 0.4 -0.2 -1.1 -0.282
H 16.225 10.398 18.084 -0.5 0.1 0.6 -0.475
C 12.933 9.316 19.330 0.4 0.2 0.0 1.713
C 11.947 8.546 20.195 -0.4 -0.4 -0.4 -0.852
C 11.867 7.193 19.445 0.5 0.6 0.4 -0.531
O 12.299 7.447 18.098 -0.1 -0.2 0.0 -0.463
C 12.519 8.839 17.957 -0.2 0.3 -0.3 0.791
H 13.963 8.997 19.530 -0.1 -0.1 0.0 -0.481
H 12.910 10.400 19.424 -0.2 0.0 0.0 -0.610
H 10.960 9.017 20.154 0.1 0.2 0.1 0.355
H 12.230 8.412 21.236 0.1 0.1 0.0 0.373
H 10.855 6.796 19.445 0.0 -0.2 0.0 0.350
H 12.585 6.506 19.899 -0.2 -0.3 -0.1 0.314
H 11.584 9.332 17.641 0.1 0.0 0.1 -0.023
H 13.246 9.006 17.156 0.2 -0.1 0.3 -0.944
C 11.995 13.985 20.626 0.1 -0.2 0.3 -0.726
C 13.155 13.943 19.639 -0.5 0.4 -0.5 -0.271
C 12.541 13.171 18.464 0.8 -0.1 0.6 0.629
O 11.572 12.295 19.031 -0.2 0.0 -0.4 -0.452
C 11.345 12.618 20.400 0.2 0.4 0.1 -0.304
H 11.291 14.785 20.392 0.0 0.0 -0.1 0.313
H 12.327 14.107 21.657 -0.1 0.0 0.0 0.356
H 14.007 13.409 20.056 0.0 0.1 -0.1 -0.013
H 13.474 14.927 19.294 0.1 0.0 0.2 0.331
H 13.343 12.584 18.007 -0.3 -0.1 -0.4 -0.600
H 12.086 13.850 17.737 -0.1 -0.1 0.0 0.345
H 11.830 11.852 21.015 -0.2 0.0 0.1 0.091
H 10.276 12.662 20.595 -0.1 -0.3 0.0 0.384
C 14.501 17.042 15.475 0.8 0.2 0.5 -0.651
C 14.193 15.995 16.555 -0.2 0.0 -0.1 -0.293
C 14.914 14.733 16.047 -0.1 0.0 0.3 0.757
O 15.807 15.138 15.015 -0.2 -0.1 0.0 -0.372
C 15.865 16.566 14.965 -0.5 -0.3 -0.6 -0.534
H 14.613 18.040 15.903 -0.2 0.0 -0.1 0.362
H 13.757 17.088 14.683 0.0 -0.2 -0.1 0.270
H 13.123 15.830 16.690 0.0 0.0 -0.1 0.231
H 14.564 16.336 17.523 0.2 -0.1 -0.1 0.261
H 14.204 14.002 15.645 0.0 0.1 -0.1 -0.489
H 15.457 14.198 16.838 0.1 0.2 0.0 -0.046
H 16.017 16.830 13.918 0.2 0.1 0.1 0.382
H 16.708 16.936 15.556 -0.1 0.0 0.1 0.201
C 19.100 8.127 19.647 0.1 -0.6 -0.2 -0.860
C 18.752 9.416 18.910 -0.7 -0.1 -0.2 1.324
C 20.045 9.747 18.194 0.2 -0.4 0.1 -0.334
O 20.466 8.478 17.698 -0.1 0.2 0.3 -0.481
C 20.193 7.508 18.737 0.1 0.5 -0.4 -0.389
H 18.262 7.430 19.680 -0.1 0.2 0.2 0.289
H 19.446 8.292 20.666 0.2 0.1 0.0 0.442
H 18.306 10.207 19.518 0.3 0.0 0.2 0.113
H 17.999 9.141 18.157 0.2 0.2 -0.1 -0.998
H 20.809 10.127 18.890 -0.2 0.2 0.0 0.345
H 19.940 10.423 17.350 0.0 0.1 -0.1 -0.005
H 21.118 7.287 19.274 -0.1 0.0 0.0 0.309
H 19.869 6.634 18.176 -0.1 -0.3 0.4 0.139
C 15.991 10.820 21.000 0.0 0.1 -0.8 0.877
C 17.042 10.799 22.114 -0.6 0.1 0.3 -0.390
C 16.182 10.820 23.393 0.1 0.4 -0.2 -0.653
O 14.982 11.497 23.032 0.2 0.3 0.0 -0.530
C 14.658 11.140 21.704 -0.2 -1.0 0.1 0.605
H 16.002 9.870 20.453 -0.4 -0.1 0.3 -0.335
H 16.192 11.556 20.215 0.2 0.2 0.3 -0.366
H 17.635 11.710 22.088 0.2 -0.1 0.0 0.323
H 17.679 9.918 22.076 0.1 0.1 -0.1 0.164
H 16.669 11.427 24.154 -0.1 -0.2 0.2 0.344
H 15.945 9.828 23.790 0.1 -0.1 -0.1 0.300
H 14.058 11.928 21.255 0.3 0.1 0.1 -0.464
H 14.007 10.251 21.712 0.1 0.0 0.0 0.025
C 20.969 14.700 16.043 -0.4 0.0 -0.2 -0.660
C 20.627 13.254 16.449 -0.6 0.4 0.0 -0.411
C 19.172 13.065 15.909 0.8 -0.9 0.0 0.041
O 18.782 14.241 15.257 0.2 0.5 -0.1 -0.352
C 19.602 15.312 15.735 -0.2 0.2 0.1 -0.488
H 21.579 14.690 15.139 0.0 0.1 0.0 0.238
H 21.484 15.295 16.796 0.1 -0.2 0.1 0.323
H 20.657 13.120 17.529 0.1 -0.1 0.0 0.275
H 21.296 12.542 15.975 0.1 -0.1 0.1 0.291
H 18.479 12.745 16.695 -0.1 0.3 0.1 0.057
H 19.183 12.253 15.162 -0.2 0.1 0.1 0.044
H 19.122 15.772 16.613 0.2 -0.2 0.1 0.278
H 19.653 16.102 14.983 -0.1 -0.2 -0.2 0.384
C 12.561 9.328 13.096 -0.4 0.3 0.1 -0.587
C 12.213 9.248 14.607 0.6 -0.3 -0.2 0.751
C 11.540 10.569 14.895 -0.3 0.5 0.5 -0.076
O 12.183 11.498 13.988 0.6 0.0 -0.2 -0.563
C 12.262 10.805 12.737 -0.1 -0.5 0.0 -0.646
H 11.911 8.695 12.497 0.2 -0.2 0.0 0.339
H 13.600 9.055 12.900 -0.1 -0.1 0.0 0.224
H 13.127 9.195 15.203 0.0 0.0 -0.2 -0.799
H 11.650 8.354 14.863 -0.3 0.1 0.0 0.623
H 11.687 10.935 15.910 0.2 0.0 -0.1 -0.262
H 10.460 10.598 14.721 0.1 -0.2 -0.3 0.310
H 13.027 11.275 12.100 -0.1 0.1 0.1 0.393
H 11.312 10.884 12.206 0.0 0.1 0.0 0.329
C 15.370 7.115 15.937 0.2 -0.5 -0.5 -0.004
C 16.528 6.201 15.456 0.2 0.4 0.6 -0.720
C 17.500 6.275 16.636 -0.3 0.2 0.5 -0.191
O 16.668 6.348 17.806 -0.1 -0.4 -0.4 -0.522
C 15.531 7.132 17.477 0.1 0.9 -0.4 0.940
H 14.407 6.708 15.626 0.0 0.0 0.1 0.312
H 15.449 8.094 15.447 0.1 0.1 0.4 -0.231
H 17.037 6.546 14.552 -0.3 -0.1 -0.1 0.297
H 16.168 5.182 15.328 0.1 0.0 -0.1 0.283
H 18.134 7.178 16.625 -0.1 -0.1 -0.3 -0.023
H 18.151 5.407 16.732 -0.1 0.0 0.0 0.459
H 15.714 8.165 17.816 -0.1 -0.1 0.0 -0.624
H 14.625 6.788 17.972 0.2 -0.3 0.1 0.095